*a*
{"formula": "C4H7Cl", "method": "ωB97M-V/def2-TZVPD", "elements": ["C", "C", "C", "C", "Cl", "H", "H", "H", "H", "H", "H", "H"], "positions_angstrom": [[0.31100, -1.22269, 0.68724], [-0.00915, -0.33394, -0.18339], [-1.13712, 0.76243, 0.05350], [0.92596, 0.46599, -0.91896], [2.46983, 0.04993, -1.37085], [0.45944, -0.69953, 1.67903], [-0.35888, -2.12395, 1.13374], [1.28436, -1.45990, 0.39181], [-0.91364, 1.56326, -0.85460], [-2.16361, 0.22622, 0.18754], [-1.28887, 1.60696, 0.99684], [0.42068, 1.16522, -1.80189]], "homo_ev": -8.5, "smiles": "CC(C)=CCl", "total_charge": 0}

*b*
{"formula": "C4H7Cl", "method": "ωB97M-V/def2-TZVPD", "elements": ["C", "C", "C", "C", "H", "H", "H", "H", "H", "H", "H", "Cl"], "positions_angstrom": [[-1.64015, -0.32814, 0.10636], [-0.18643, -0.59662, 0.06839], [0.91189, 0.40173, 0.08116], [1.81733, 0.88661, -0.76916], [-1.70561, 0.75224, 0.87411], [-2.37741, -0.26615, -1.06810], [-2.31061, -1.47730, 0.51406], [0.06642, -1.34784, -0.66055], [-0.46323, -1.30564, 1.01736], [2.14381, 0.76806, -1.95374], [2.61650, 1.59840, 0.00927], [1.12748, 0.91466, 1.78082]], "homo_ev": -9.7, "total_charge": 0}

*c*
{"formula": "C4H7Cl", "method": "ωB97M-V/def2-TZVPD", "elements": ["Cl", "C", "C", "C", "C", "H", "H", "H", "H", "H", "H", "H"], "positions_angstrom": [[2.33516, -0.60245, 0.05465], [1.20075, 0.91858, -0.16101], [-0.29804, 0.43346, -0.28868], [-0.80415, -0.89003, -0.64225], [-0.74165, -0.31474, 0.81037], [1.83335, 1.18856, -1.15503], [1.37197, 1.60104, 0.84784], [-0.93355, 1.41102, -0.58808], [-2.05605, -1.27172, -0.67465], [-0.05872, -1.62065, -1.02095], [-0.13510, -0.75084, 1.51381], [-1.71396, -0.10222, 1.30399]], "homo_ev": -9.9, "smiles": "ClCC1CC1", "total_charge": 0}

*d*
{"formula": "C4H7Cl", "method": "ωB97M-V/def2-TZVPD", "elements": ["C", "C", "Cl", "C", "C", "H", "H", "H", "H", "H", "H", "H"], "positions_angstrom": [[-0.91356, -1.00410, -0.46109], [0.15286, -0.24311, 0.33214], [0.52528, -0.98419, 1.91139], [1.15499, 0.53840, -0.40575], [0.03999, 1.23267, 0.40575], [-0.77779, -2.14909, -0.35825], [-1.15837, -0.45329, -1.41491], [-1.84810, -0.81267, 0.17040], [2.04427, 0.39845, 0.17006], [1.08223, 0.22276, -1.56578], [-0.80644, 1.64588, -0.06660], [0.50463, 1.60829, 1.28264]], "homo_ev": -9.8, "smiles": "CC1(Cl)CC1", "total_charge": 0}

Which structure is the least stable? The one labeled *b*.

*a*
{"formula": "C3H6N2S4", "method": "ωB97M-V/def2-TZVPD", "elements": ["C", "C", "C", "N", "N", "S", "S", "S", "S", "H", "H", "H", "H", "H", "H"], "positions_angstrom": [[-0.10860, -0.56822, 1.37498], [1.10921, 0.14005, 1.49721], [-0.12627, -1.01083, 0.02786], [1.72192, 0.19113, 0.30675], [0.95173, -0.47058, -0.60992], [-1.39640, -1.87545, -0.76298], [-3.01463, 1.32338, -0.03738], [3.11945, 0.97779, -0.17750], [1.44526, -0.81750, -2.22091], [-0.66892, -1.18213, 2.11538], [1.62333, 0.44363, 2.43789], [-4.25915, 1.91864, 0.16990], [-2.11670, 2.15453, -0.40460], [2.65833, 0.31240, -1.64712], [-0.93856, -1.53685, -2.06955]], "homo_ev": -8.2, "total_charge": 0}

*b*
{"formula": "C3H6N2S4", "method": "ωB97M-V/def2-TZVPD", "elements": ["C", "C", "C", "N", "N", "S", "S", "S", "S", "H", "H", "H", "H", "H", "H"], "positions_angstrom": [[0.83774, -0.06905, 1.58208], [-0.15220, 0.82753, 2.01215], [0.77521, -0.05473, 0.15931], [-0.68926, 1.39260, 0.89910], [-0.12433, 0.85205, -0.19675], [1.85666, -0.82408, -0.93872], [-0.83270, -2.95790, -1.11627], [-1.96692, 2.43167, 0.90162], [-0.53787, 1.37456, -1.76636], [1.65139, -0.66376, 2.05073], [-0.36307, 1.22939, 3.02597], [-1.68187, -2.37323, -1.90165], [-0.11099, -3.54550, -2.10543], [-1.37079, 2.25946, -1.19559], [2.70901, 0.12099, -1.41017]], "homo_ev": [-7.7, -7.7], "total_charge": 0}

Which structure is the least stable? The one labeled *a*.